No. 1
The following is a quantum chemistry calculation of a 12-piece molecular cluster, C4H32N2O12S overall, from OMol25.

Output
Net charge: 0
E in eV: -43052.465
Orbital gap in eV: 9.420
HOMO level in eV: -9.592
SMILES: NC[C@@H](CS)NC=O.O.O.O.O.O.O.O.O.O.O.O
E_LUMO in eV: -0.2
2S+1: 1

Last columns: bonded neighbours and bond lengths (Å).
Element x y z (Å)
1 O 0.863 -0.145 3.068  C2 1.227
2 C -0.042 -0.759 2.512  O1 1.227, N3 1.339, H9 1.082
3 N -0.032 -1.135 1.227  C2 1.339, C4 1.483, H10 1.022
4 C 1.217 -0.906 0.460  N3 1.483, C5 1.513, C7 1.527, H11 1.092
5 C 2.416 -1.573 1.098  C4 1.513, S6 1.840, H12 1.086, H13 1.089
6 S 3.673 -2.122 -0.128  C5 1.840, H14 1.338
7 C 1.346 0.610 0.326  C4 1.527, N8 1.459, H15 1.098, H16 1.104
8 N 1.855 1.188 -0.913  C7 1.459, H17 1.002, H18 1.011
9 H -1.033 -0.794 2.946  C2 1.082
10 H -0.782 -1.730 0.869  N3 1.022
11 H 1.080 -1.354 -0.527  C4 1.092
12 H 2.982 -0.982 1.811  C5 1.086
13 H 2.162 -2.512 1.588  C5 1.089
14 H 4.556 -1.136 -0.320  S6 1.338
15 H 0.563 1.278 0.711  C7 1.098
16 H 1.967 0.980 1.161  C7 1.104
17 H 2.817 0.925 -1.008  N8 1.002
18 H 1.276 0.904 -1.692  N8 1.011
19 H 1.491 2.466 4.245  O21 0.964
20 H 0.758 1.153 4.185  O21 0.983
21 O 0.719 2.031 4.624  H19 0.964, H20 0.983
22 H -3.130 0.709 1.870  O24 0.956
23 H -2.884 0.581 3.437  O24 0.962
24 O -3.106 0.119 2.623  H22 0.956, H23 0.962
25 H -1.022 -0.573 -3.786  O27 0.979
26 H -1.468 -1.093 -5.095  O27 0.967
27 O -0.644 -0.875 -4.637  H25 0.979, H26 0.967
28 H 0.144 4.313 -0.751  O30 0.962
29 H 0.756 3.184 0.013  O30 0.968
30 O 0.091 3.881 0.107  H28 0.962, H29 0.968
31 H -2.631 2.276 -0.683  O33 0.957
32 H -2.326 1.454 -2.016  O33 0.957
33 O -2.479 2.315 -1.627  H31 0.957, H32 0.957
34 H -3.625 -0.288 -2.745  O36 0.957
35 H -2.971 0.573 -3.875  O36 0.959
36 O -3.800 0.248 -3.518  H34 0.957, H35 0.959
37 H 1.875 -2.852 -2.886  O39 0.957
38 H 2.151 -3.613 -1.509  O39 0.959
39 O 1.826 -3.681 -2.409  H37 0.957, H38 0.959
40 H -0.746 2.358 -2.941  O42 0.974
41 H 0.420 1.977 -3.656  O42 0.970
42 O -0.242 1.540 -3.098  H40 0.974, H41 0.970
43 H -1.572 -1.549 -2.241  O45 0.963
44 H -0.579 -0.286 -2.164  O45 0.964
45 O -1.477 -0.612 -2.041  H43 0.963, H44 0.964
46 H -3.003 -3.124 1.266  O48 0.960
47 H -2.692 -1.874 2.133  O48 0.969
48 O -2.312 -2.499 1.496  H46 0.960, H47 0.969
49 H -0.997 2.792 2.028  O51 0.964
50 H -0.583 2.443 3.466  O51 0.982
51 O -1.223 2.978 2.946  H49 0.964, H50 0.982



No. 2
The following is a quantum chemistry calculation of a 11-piece molecular cluster, C4H32NO10S2 overall, from OMol25.

Output
Net charge: +1
E in eV: -48295.142
Orbital gap in eV: 8.461
HOMO level in eV: -11.035
E_LUMO in eV: -2.6
2S+1: 1

Last columns: bonded neighbours and bond lengths (Å).
Element x y z (Å)
1 N -0.976 -2.003 1.127  C2 1.590, H8 1.046, H9 0.928, H10 1.018
2 C -2.104 -1.114 1.808  N1 1.590, C3 1.509, H11 1.090, H12 1.122
3 C -2.143 0.313 1.321  C2 1.509, S4 1.782, H13 0.993, H14 1.178
4 S -3.675 0.781 0.538  C3 1.782, S5 2.050
5 S -3.396 0.538 -1.478  S4 2.050, C6 1.760
6 C -2.355 1.776 -2.172  S5 1.760, C7 1.563, H15 1.119, H16 1.174
7 C -2.275 1.496 -3.707  C6 1.563, H17 1.088, H18 1.104, H19 1.100
8 H -1.023 -2.994 1.460  N1 1.046
9 H -1.102 -1.976 0.208  N1 0.928
10 H -0.113 -1.586 1.468  N1 1.018
11 H -1.903 -1.087 2.879  C2 1.090
12 H -3.030 -1.696 1.556  C2 1.122
13 H -1.273 0.506 0.883  C3 0.993
14 H -1.911 1.187 2.076  C3 1.178
15 H -2.871 2.750 -1.980  C6 1.119
16 H -1.312 1.974 -1.669  C6 1.174
17 H -1.817 2.250 -4.344  C7 1.088
18 H -3.313 1.572 -4.074  C7 1.104
19 H -1.698 0.589 -3.942  C7 1.100
20 H 0.602 2.326 -3.219  O22 0.962
21 H 1.812 1.716 -3.789  O22 0.846
22 O 1.173 1.553 -3.259  H20 0.962, H21 0.846
23 H -1.939 -3.747 -1.767  O25 0.961
24 H -3.122 -3.001 -1.189  O25 1.010
25 O -2.142 -3.180 -1.018  H23 0.961, H24 1.010
26 H -1.465 1.896 4.402  O28 0.973
27 H -0.223 1.412 5.104  O28 0.954
28 O -0.512 1.758 4.263  H26 0.973, H27 0.954
29 H 1.985 1.912 -0.856  O31 0.994
30 H 2.058 0.875 -1.890  O31 0.995
31 O 2.214 0.947 -0.910  H29 0.994, H30 0.995
32 H 3.620 0.283 1.163  O34 0.942
33 H 3.601 -1.168 1.571  O34 1.006
34 O 3.496 -0.237 1.938  H32 0.942, H33 1.006
35 H 0.472 -0.487 -0.557  O37 1.000
36 H -0.172 -0.741 -2.005  O37 1.020
37 O -0.405 -0.593 -1.023  H35 1.000, H36 1.020
38 H 2.386 3.122 0.566  O40 0.906
39 H 1.145 3.396 1.266  O40 1.013
40 O 1.669 3.661 0.441  H38 0.906, H39 1.013
41 H 0.820 0.777 2.655  O43 0.984
42 H 1.856 -0.307 1.866  O43 0.969
43 O 0.973 -0.080 2.196  H41 0.984, H42 0.969
44 H 1.983 -3.883 1.760  O46 0.861
45 H 1.978 -3.589 0.339  O46 0.897
46 O 1.777 -3.296 1.163  H44 0.861, H45 0.897
47 H 3.799 -0.853 -0.675  O49 1.004
48 H 4.607 -2.248 -0.445  O49 0.922
49 O 4.247 -1.497 -0.050  H47 1.004, H48 0.922



Strongest force on any atom values (in hartree/bohr) by entry order: 0.05298 0.17823.
Relative energy (zero: lowest compared OMol25 entry of this formula, charge and spin) values (in kcal per mole) by entry order: 57.9 63.2.